C14H28Cl2O2ReSi as an isolated structure, computed with ωB97M-V/def2-TZVPD.

```
48
Properties=species:S:1:pos:R:3:mulliken_spin:R:1
C 0.40903 1.63462 0.78410 0.309
C 1.00822 2.11927 -0.50660 0.067
C 2.18255 1.27423 -0.73927 -0.143
C 0.90366 3.51336 -1.00468 0.033
C 2.36821 0.45705 0.50207 0.278
C 1.33470 0.72363 1.37319 0.100
C 1.31462 0.29178 2.81090 0.032
C -0.60846 2.36388 1.54696 -0.018
C 3.36763 1.64650 -1.59266 -0.002
C 3.58090 -0.36586 0.77109 -0.034
Re 0.35231 0.75800 -1.81283 1.902
Cl 0.87271 1.46735 -3.62096 0.291
Cl -1.78905 1.72013 -1.25789 0.074
O 0.99022 -1.18773 -1.37220 0.024
H -0.13285 3.87767 -0.95640 0.000
H 1.28898 3.64108 -2.03569 0.000
H 1.47633 4.14654 -0.26867 -0.002
H 3.08189 2.34029 -2.39207 -0.002
H 3.78588 0.72721 -1.99315 -0.003
H 4.19633 2.05168 -0.98634 -0.004
H 3.86104 -0.92766 -0.12493 0.013
H 3.33838 -1.06977 1.56595 0.003
H 4.42176 0.26744 1.10399 0.026
H 1.66221 -0.74228 2.87860 -0.003
H 0.31226 0.38076 3.23894 0.000
H 2.00814 0.90695 3.39998 -0.007
H -1.44468 2.68824 0.91871 0.011
H -0.17142 3.24477 2.03570 0.028
H -0.98288 1.73086 2.35164 0.000
H 1.68164 -1.46194 -2.04725 0.012
O -1.46680 -1.31358 0.67913 0.008
H -0.55343 -1.60960 1.01568 0.003
C -3.81424 -1.39520 -1.29805 0.000
Si -2.21730 -2.09101 -2.02795 0.005
C -1.36788 -3.49652 -1.04781 0.000
C -2.73015 -3.13917 -3.55456 -0.001
C -1.13448 -0.66733 -2.85188 -0.032
H -4.52596 -2.26639 -1.26960 0.000
H -4.19828 -0.52495 -1.87262 0.000
H -3.55897 -1.06816 -0.27304 0.000
H -2.18496 -4.23623 -0.83545 0.000
H -0.58454 -3.99514 -1.65110 0.000
H -0.93203 -3.06264 -0.12195 0.001
H -2.95157 -2.49498 -4.43363 -0.001
H -1.94665 -3.88559 -3.77774 0.001
H -3.69615 -3.61555 -3.27970 0.000
H -0.47816 -1.11746 -3.68154 0.018
H -1.79846 -0.01665 -3.55176 0.010
```

- Frontier orbital gap (spin up / spin down): 5.24 / 5.24 eV
- Max |F|: 12.14 eV/A
- Total charge: -2
- E_tot: -1988.74957 hartree
- Spin multiplicity: 4
- Energy relative to the best compared isomer or geometry (same formula, charge and spin): 90.4 kcal per mole